{
  "formula": "C33H72Cl6N8O11",
  "method": "ωB97M-V with the def2-TZVPD basis set",
  "charge": 0,
  "e_lumo_ev": 0.0596,
  "gap_ev": 9.2,
  "smiles": "O=C1OCCO1.CNC(C)=O.CNC(C)=O.CNC(C)=O.CNC(C)=O.CNC(C)=O.CNC(C)=O.CNC(C)=O.CNC(C)=O.ClCCCl.ClCCCl.ClCCCl",
  "elements": ["O", "C", "O", "C", "C", "O", "H", "H", "H", "H", "C", "N", "C", "C", "O", "H", "H", "H", "H", "H", "H", "H", "C", "N", "C", "C", "O", "H", "H", "H", "H", "H", "H", "H", "C", "N", "C", "C", "O", "H", "H", "H", "H", "H", "H", "H", "C", "N", "C", "C", "O", "H", "H", "H", "H", "H", "H", "H", "C", "N", "C", "C", "O", "H", "H", "H", "H", "H", "H", "H", "C", "N", "C", "C", "O", "H", "H", "H", "H", "H", "H", "H", "C", "N", "C", "C", "O", "H", "H", "H", "H", "H", "H", "H", "C", "N", "C", "C", "O", "H", "H", "H", "H", "H", "H", "H", "Cl", "C", "C", "Cl", "H", "H", "H", "H", "Cl", "C", "C", "Cl", "H", "H", "H", "H", "Cl", "C", "C", "Cl", "H", "H", "H", "H"],
  "coordinates": [[2.9211, 0.1455, -2.2945], [3.1560, 1.3005, -2.2345], [4.3328, 1.7905, -1.7547], [4.2193, 3.2238, -1.6335], [3.1015, 3.5504, -2.6324], [2.3260, 2.3153, -2.5623], [4.0521, 3.5234, -0.5944], [5.1495, 3.7237, -1.9112], [3.5144, 3.6528, -3.6301], [2.4073, 4.3165, -2.3158], [-4.9893, -2.2623, -0.9169], [-4.4311, -0.9921, -1.2598], [-4.7975, -0.3060, -2.3896], [-3.8840, 0.8534, -2.7648], [-5.8631, -0.4847, -2.9583], [-4.5993, -2.6472, 0.0277], [-4.7536, -3.0629, -1.6327], [-6.0758, -2.1944, -0.8398], [-3.6550, -0.6137, -0.7389], [-3.1824, 0.5266, -3.5199], [-3.3637, 1.2748, -1.9004], [-4.5019, 1.6830, -3.1036], [0.4438, -0.5274, 1.5251], [0.4510, -0.6436, 0.0641], [-0.6171, -0.4194, -0.7171], [-0.3845, -0.4849, -2.1745], [-1.6990, -0.0797, -0.2347], [1.1419, 0.2232, 1.8718], [0.6506, -1.5289, 1.9268], [-0.5419, -0.3634, 1.9559], [1.3697, -0.7337, -0.3459], [-1.3297, -0.6829, -2.6731], [0.3278, -1.2646, -2.4241], [-0.0271, 0.4920, -2.5034], [0.0111, 3.5707, -0.4179], [-1.0735, 3.2359, 0.4910], [-1.5842, 4.1883, 1.2925], [-2.6746, 3.7708, 2.2202], [-1.1494, 5.3407, 1.3057], [0.8189, 2.8422, -0.3049], [0.4399, 4.5171, -0.1013], [-0.3738, 3.6390, -1.4348], [-1.4183, 2.2855, 0.4585], [-3.6210, 4.2760, 2.0552], [-2.3562, 4.1017, 3.2186], [-2.8127, 2.7003, 2.3351], [-6.7141, -1.9866, 5.0833], [-5.5083, -2.4019, 4.3622], [-4.7799, -1.4745, 3.6482], [-3.4798, -1.9755, 3.0692], [-5.1600, -0.3061, 3.4814], [-6.4407, -1.1921, 5.7774], [-7.1056, -2.8252, 5.6562], [-7.5214, -1.6258, 4.4428], [-5.3972, -3.3806, 4.1874], [-3.3751, -1.5506, 2.0740], [-3.3898, -3.0627, 3.0521], [-2.6961, -1.6304, 3.7489], [2.0491, 3.2754, 2.4605], [2.1989, 4.6377, 2.0161], [3.3146, 5.1229, 1.4513], [3.1183, 6.3578, 0.6025], [4.4053, 4.6070, 1.6020], [2.3435, 2.5797, 1.6832], [1.0177, 3.1099, 2.7778], [2.5761, 3.1330, 3.4095], [1.3626, 5.1983, 1.9724], [3.0634, 6.1124, -0.4569], [3.9041, 7.0865, 0.7914], [2.1914, 6.8882, 0.8512], [1.6011, 3.0397, -6.1039], [0.2686, 2.4709, -6.1998], [-0.6779, 2.6710, -5.2487], [-2.0094, 1.9710, -5.5276], [-0.4602, 3.2960, -4.2447], [1.6349, 4.0841, -5.8160], [2.1808, 2.9138, -7.0188], [2.1678, 2.4328, -5.3790], [0.0269, 1.8536, -6.9478], [-2.7826, 2.5437, -5.0242], [-2.0584, 0.9488, -5.1663], [-2.1917, 1.9953, -6.6050], [-0.4315, -3.7184, 3.3737], [0.8542, -4.3662, 3.5039], [1.5440, -4.3285, 4.6672], [2.9043, -5.0099, 4.6472], [1.1304, -3.7953, 5.6790], [-1.2775, -4.3950, 3.5212], [-0.4722, -3.2916, 2.3750], [-0.4670, -2.9519, 4.1483], [1.2367, -4.7362, 2.6509], [3.3571, -4.9640, 5.6246], [3.5084, -4.6317, 3.8190], [2.7603, -6.0667, 4.3812], [-0.9956, -3.6209, -2.0036], [-0.4756, -3.7419, -0.6713], [0.8153, -3.7054, -0.2309], [1.9383, -3.3152, -1.1730], [1.0728, -3.9383, 0.9520], [-0.2737, -3.2838, -2.7303], [-1.8632, -2.9512, -1.9793], [-1.4335, -4.5623, -2.3623], [-1.1107, -4.0570, 0.0477], [2.3495, -2.3894, -0.7733], [1.6271, -3.0804, -2.1866], [2.6762, -4.1064, -1.1543], [3.2278, 0.6389, 7.6826], [1.9476, 0.8168, 6.4680], [1.3757, -0.5098, 6.0970], [0.1251, -0.2943, 4.8553], [2.3714, 1.3292, 5.6061], [1.1669, 1.4704, 6.8511], [0.9014, -0.9523, 6.9699], [2.1364, -1.2179, 5.7852], [-1.9879, -2.4561, -5.0568], [-1.1324, -1.7919, -6.4388], [0.3232, -2.1493, -6.4980], [1.2822, -1.2872, -5.2338], [-1.1894, -0.7058, -6.3812], [-1.6191, -2.1045, -7.3593], [0.8132, -1.9097, -7.4366], [0.5229, -3.2023, -6.3031], [5.3553, -3.5596, -0.3340], [5.1870, -1.8040, -0.1049], [4.3273, -1.5711, 1.1060], [3.8912, 0.1755, 1.1951], [4.7720, -1.3822, -1.0190], [6.1606, -1.3399, 0.0260], [4.9390, -1.7847, 1.9768], [3.3775, -2.0901, 1.1296]],
  "forces_ev_per_a": [[-0.579, -1.223, -0.197], [0.822, 1.735, 0.697], [-0.285, 0.395, -0.247], [0.251, 0.611, -0.189], [-0.146, -1.292, 1.243], [0.307, -0.307, -0.517], [-0.369, -0.345, -0.089], [0.083, -0.429, -0.146], [-0.266, 0.243, -0.207], [0.163, 0.405, -0.251], [-0.508, -0.765, 0.203], [0.611, 0.364, -0.792], [-0.775, 0.842, 1.081], [-0.469, 0.244, 0.735], [0.534, -0.608, -0.315], [0.014, 0.468, 0.123], [-0.081, 0.327, -0.234], [0.024, -0.084, -0.001], [0.337, -0.229, -0.072], [0.112, 0.094, -0.092], [0.310, -0.472, -0.047], [-0.075, -0.244, -0.508], [-0.467, -1.191, -0.002], [0.249, 0.318, 0.772], [-0.032, 0.729, 0.847], [-0.192, -0.092, -0.563], [-0.325, -0.155, 0.061], [0.110, -0.014, 0.091], [0.679, 0.353, 0.082], [-0.178, 0.552, -0.611], [-0.230, 0.079, -0.243], [-0.002, -0.020, -0.045], [0.192, 0.258, -0.181], [0.181, -0.039, -0.109], [0.051, -0.195, 0.300], [0.572, -0.031, -0.350], [-0.043, 0.352, 0.039], [0.062, -0.065, 1.389], [0.013, -0.300, 0.019], [-0.195, -0.200, -0.374], [-0.243, 0.169, -0.156], [0.358, -0.078, -0.162], [-0.240, 0.172, 0.226], [-0.018, -0.005, -0.376], [-0.047, 0.086, -0.184], [-0.156, -0.186, -0.450], [0.211, -0.017, -0.028], [-0.442, 1.029, 0.042], [-1.039, 0.662, -0.434], [-0.113, -0.028, 0.333], [0.604, -1.701, 0.663], [-0.117, 0.017, -0.052], [0.164, -0.074, 0.000], [0.211, 0.054, -0.172], [0.357, -0.106, -0.031], [0.296, 0.042, 0.033], [-0.187, 0.006, -0.110], [0.126, 0.174, -0.284], [-0.153, 0.315, 1.339], [-1.057, 0.164, -0.146], [0.180, 0.473, 0.051], [-0.480, 0.829, 0.500], [0.404, -0.491, -0.350], [0.146, -0.266, 0.102], [-0.150, 0.041, -0.575], [0.540, -0.332, -0.409], [-0.114, -0.070, -0.251], [0.192, -0.116, -0.016], [0.292, -0.261, -0.205], [-0.038, -0.272, -0.070], [0.766, -1.255, 0.379], [-0.005, 0.609, -0.355], [-0.200, -1.314, -0.400], [0.219, 0.834, -0.367], [0.123, 0.828, 0.941], [-0.389, 0.066, 0.094], [-0.499, 0.084, -0.289], [-0.077, 0.463, 0.149], [0.172, 0.009, -0.304], [-0.089, -0.050, -0.006], [0.287, -0.067, 0.052], [-0.194, -0.173, 0.075], [0.209, 0.183, 0.365], [-0.318, -0.179, 0.473], [0.573, -0.374, -0.380], [-0.653, -0.673, -0.907], [-0.345, 0.344, 0.417], [0.067, -0.123, 0.014], [-0.249, 0.116, 0.171], [-0.242, 0.067, -0.182], [0.262, 0.001, 0.190], [0.271, 0.273, 0.054], [0.226, 0.281, 0.355], [-0.048, 0.103, 0.216], [-1.311, -0.391, -0.191], [1.039, -0.318, 0.558], [-0.249, 0.140, -0.106], [-0.796, 0.240, 0.081], [0.088, 0.026, -1.100], [0.109, 0.119, 0.033], [0.331, 0.296, -0.153], [0.407, -0.105, 0.065], [-0.062, 0.072, -0.035], [0.346, -0.234, 0.013], [0.035, -0.233, -0.094], [0.212, 0.040, -0.042], [0.031, -0.049, 0.127], [-0.093, 0.896, -0.464], [0.019, -0.676, 0.764], [0.011, 0.044, -0.154], [0.160, -0.127, -0.024], [0.064, -0.035, 0.253], [-0.143, -0.072, -0.084], [-0.068, 0.017, -0.407], [-0.140, -0.173, 0.252], [0.428, 0.741, -0.702], [0.908, -0.574, 0.664], [-0.191, 0.018, -0.066], [-0.242, -0.018, 0.016], [-0.146, -0.178, 0.067], [-0.349, 0.225, -0.193], [-0.281, -0.027, -0.068], [0.322, -0.165, 0.006], [-0.272, 0.329, -0.574], [0.184, 0.661, 0.272], [0.181, 0.005, 0.029], [-0.247, -0.102, 0.062], [0.131, -0.231, 0.108], [-0.339, -0.113, 0.274], [0.109, -0.398, -0.070]],
  "lowdin_charge": [0.13, -0.59, 0.03, -0.09, -0.07, 0.02, 0.11, 0.14, 0.12, 0.12, -0.09, 0.01, -0.53, 0.00, 0.04, 0.07, 0.08, 0.09, 0.08, 0.04, 0.08, 0.09, -0.09, 0.05, -0.54, -0.01, 0.00, 0.03, 0.06, 0.06, 0.09, 0.05, 0.03, 0.10, -0.06, 0.04, -0.57, 0.00, 0.01, 0.07, 0.06, 0.09, 0.11, 0.09, 0.09, 0.08, -0.08, 0.00, -0.53, 0.00, 0.03, 0.08, 0.08, 0.08, 0.12, 0.07, 0.07, 0.08, -0.07, 0.02, -0.58, 0.01, 0.04, 0.04, 0.09, 0.09, 0.11, 0.07, 0.08, 0.08, -0.07, 0.01, -0.55, 0.01, 0.06, 0.09, 0.08, 0.07, 0.12, 0.08, 0.04, 0.08, -0.10, 0.01, -0.55, 0.00, 0.03, 0.08, 0.05, 0.04, 0.09, 0.08, 0.07, 0.08, -0.11, 0.05, -0.48, 0.01, -0.01, 0.04, 0.07, 0.09, 0.14, 0.05, 0.06, 0.07, 0.57, -0.70, -0.67, 0.63, 0.06, 0.07, 0.08, 0.07, 0.63, -0.67, -0.62, 0.57, 0.04, 0.08, 0.07, 0.07, 0.59, -0.66, -0.62, 0.63, 0.05, 0.08, 0.07, 0.04]
}